1.
A molecular structure, C8H15LiNO8 in a non-equilibrium geometry. Source: OMol25; level of theory: ωB97M-V/def2-TZVPD.

E ... -26608.4634 eV
Total charge ... -3
HOMO ... 4.03 eV
Gap between HOMO and LUMO ... 2.796 eV
Energy relative to the best compared isomer or geometry (same formula, charge and spin) ... 39.7 kcal per mole

Geometry as XYZ:
```
33
Properties=species:S:1:pos:R:3:forces:R:3
Li 0.78007 -2.84169 -0.93599 0.4 -0.7 -0.4
C -0.28946 -1.62553 -2.62896 0.5 -1.4 -0.7
O -0.64875 -1.41970 -1.45871 -0.2 0.2 6.1
O 0.56158 -2.48696 -2.94058 2.8 -2.5 0.6
O -0.84983 -1.01979 -3.49651 -3.4 4.1 -5.6
C 2.24221 -4.27895 0.42523 -0.2 0.6 1.1
O 2.96065 -4.71112 1.31981 2.8 -2.7 3.8
O 0.99908 -4.33599 0.49536 -5.0 -0.5 0.2
O 2.72785 -3.63369 -0.49206 2.1 3.1 -4.8
C -1.79911 -1.39007 2.17891 0.6 0.6 -1.9
O -1.45741 -0.02481 1.89568 -0.5 0.8 0.2
C -2.24849 0.60496 0.87560 0.6 0.2 -0.3
C -1.54880 1.91906 0.40755 -1.3 -1.9 -0.2
N -0.84421 1.73337 -0.83402 1.8 1.8 0.2
C 0.10678 2.88761 -0.98347 -1.0 -1.4 0.5
C 1.36400 2.84967 -0.08608 0.5 -0.4 -2.2
O 2.18908 1.69967 -0.54755 -0.5 4.5 0.2
C 1.91571 0.48833 0.02280 -0.5 -1.5 1.7
H -1.33207 -1.70905 3.11070 -0.4 0.2 0.1
H -1.34927 -1.96024 1.36611 0.0 -0.5 0.0
H -2.87871 -1.48349 2.06138 -0.2 -0.3 0.7
H -3.26535 0.84594 1.18544 -0.3 0.2 1.0
H -2.45905 -0.02234 0.00944 0.9 -0.4 -0.3
H -0.95057 2.28031 1.24405 0.1 0.3 0.3
H -2.34943 2.59902 0.11641 -0.1 0.5 0.6
H -0.16638 0.98698 -0.77441 -0.8 -1.2 -0.4
H -0.42914 3.82101 -0.81125 -0.2 0.3 -0.1
H 0.42457 2.81282 -2.02344 0.3 0.4 0.1
H 1.30836 3.09336 0.97487 -0.5 -1.4 0.5
H 1.79292 3.80855 -0.37705 1.2 -0.2 -0.6
H 0.95414 0.43306 0.53310 -0.6 -0.2 -0.8
H 2.49947 0.33650 0.93070 1.1 -0.4 -0.2
H 2.03955 -0.25679 -0.76305 -0.1 -0.4 0.5
```
Forces are in eV/Å.

These are the Mulliken partial charges, in e, on atoms 1 to 6: 0.735, 0.736, -0.782, -0.882, -0.879, 0.786

2.
A gas-phase ion, C8H15N2O2S (charge +1) in a non-equilibrium geometry. Source: OMol25; level of theory: ωB97M-V/def2-TZVPD.

E ... -26441.2860 eV
Total charge ... +1
HOMO ... -12.72 eV
Gap between HOMO and LUMO ... 8.530 eV
Energy relative to the best compared isomer or geometry (same formula, charge and spin) ... 5.1 kcal per mole

Geometry as XYZ:
```
28
Properties=species:S:1:pos:R:3:forces:R:3
C 2.52861 -0.91615 -1.46850 -0.5 1.2 -0.5
C 0.96347 0.15932 1.57574 -1.5 3.4 0.8
C 1.31726 -0.90972 0.92702 1.1 -5.4 -0.5
C 0.09623 -0.98937 -1.46002 1.1 -2.2 0.0
C -0.28021 -2.41114 -1.06469 2.0 0.4 3.3
C -1.08359 -0.15405 -1.69795 -0.1 4.1 1.4
C -1.01846 2.53694 1.61986 -2.5 0.5 -1.6
C -0.60856 1.59072 2.68114 -3.1 -1.0 2.6
N 1.29171 -0.67434 -1.86871 0.0 0.4 0.2
N 3.56179 -0.67798 -2.29592 -0.9 -0.9 -0.3
O 1.59592 1.30982 1.52612 2.3 0.8 -0.7
O -0.21116 0.25432 2.18610 0.5 0.6 0.3
S 2.92873 -1.17057 0.22075 -1.0 0.5 0.6
H 0.79636 -1.85906 1.21389 0.4 1.2 -0.5
H -1.09426 -2.31930 -0.23357 1.5 -0.6 -1.6
H 0.66575 -3.09977 -0.74018 -2.5 1.7 -0.9
H -0.69359 -2.71034 -1.97040 -1.0 -1.4 -1.5
H -1.73685 -0.47900 -2.47479 -0.4 -0.9 -0.6
H -0.74793 0.91000 -2.08174 -0.7 -1.9 1.2
H -1.74925 -0.08640 -0.71984 1.5 0.0 -2.0
H -0.15251 2.93329 1.18699 1.0 0.7 -1.2
H -1.67445 1.99074 0.84408 1.2 0.7 1.0
H -1.69559 3.43019 1.87615 1.1 -1.5 0.5
H -1.58092 1.33212 3.23464 1.5 0.0 -0.6
H 0.03519 1.98471 3.48416 0.3 -0.3 -0.8
H 2.46366 1.23509 1.01652 -1.5 0.0 1.0
H 3.32661 -0.66455 -3.29825 0.6 0.1 0.8
H 4.51988 -0.77104 -1.96429 -0.4 0.0 -0.3
```
Forces are in eV/Å.

These are the Mulliken partial charges, in e, on atoms 1 to 6: 0.593, 0.872, -0.876, 0.959, -1.146, -1.246

3.
A gas-phase ion, C8H15N2O5 (charge +1) in a non-equilibrium geometry. Source: OMol25; level of theory: ωB97M-V/def2-TZVPD.

E ... -21746.1926 eV
Total charge ... +1
HOMO (spin up / spin down) ... -10.38 / -10.38 eV
Gap between HOMO and LUMO (spin up / spin down) ... 6.907 / 6.906 eV
Energy relative to the best compared isomer or geometry (same formula, charge and spin) ... 40.3 kcal per mole

Geometry as XYZ:
```
30
Properties=species:S:1:pos:R:3:forces:R:3
C -0.00172 -2.56116 -1.87677 0.1 -1.0 2.2
C -0.03708 0.88220 1.65022 2.0 3.7 1.1
C -0.07206 -0.57721 1.30541 3.3 -0.5 0.1
C -0.54992 1.95073 0.63899 -0.4 -0.6 -0.3
C 0.85811 1.48060 -1.26064 -2.7 -2.7 4.5
C 0.43070 -0.94466 -0.04487 1.3 4.3 -0.8
C -0.62681 -3.92494 -2.15185 -1.4 1.7 0.9
C -1.04544 3.24972 1.31431 3.7 -0.9 -2.4
N 0.08258 -2.11680 -0.62338 -1.1 -0.3 -2.1
N 0.71533 0.14959 -0.98218 0.7 0.1 -2.7
O 0.70580 -1.90427 -2.79702 -0.3 -0.3 -0.9
O 0.36095 2.43693 -0.46458 0.2 -1.8 0.7
O 1.40764 1.27588 2.07756 -2.1 -1.2 -1.1
O 0.71981 -1.17014 2.32654 -0.2 -0.7 0.1
O -0.02618 3.61620 2.22787 -0.5 0.4 0.5
H -0.67148 1.04232 2.54990 0.3 -0.3 -0.5
H -0.97757 -1.07797 1.34649 -2.5 -0.2 0.9
H -1.34599 1.35552 0.17126 -0.3 0.8 -0.5
H 1.29856 1.80073 -2.14566 0.7 0.3 -1.4
H -0.30140 -4.60055 -1.34933 -0.2 -0.2 -0.6
H -1.75861 -3.83919 -2.20880 1.2 -0.1 0.6
H -0.40982 -4.21841 -3.14652 0.8 -0.8 -0.8
H -1.99957 3.13170 1.65434 -2.4 -0.3 1.7
H -1.05303 3.96229 0.50839 -0.4 0.5 -0.3
H -0.38903 -2.71983 0.01562 -0.3 -0.6 0.7
H 0.60720 -2.42849 -3.60978 0.4 0.6 -0.1
H 0.89411 -0.34198 -1.87880 0.4 0.7 0.6
H 1.41548 2.20979 2.36657 -0.6 -0.5 -0.2
H 1.51779 -0.62268 2.39424 0.0 -0.1 0.1
H 0.25164 4.50406 1.99248 0.1 0.1 0.3
```
Forces are in eV/Å.

These are the Mulliken partial charges, in e, on atoms 1 to 6: 0.639, -0.348, -0.293, 0.200, 0.007, -0.290